Entry 1:
# C20H33BN2O4PtS2Sb

A structure of composition C20H33BN2O4PtS2Sb (ωB97M-V/def2-TZVPD, OMol25).

Results
HOMO-LUMO gap = 6.667 eV
Energy above the lowest of the compared OMol25 structures with the same formula, charge and spin = 0.0000 eV
Total charge = -1

Positions of all 64 atoms, in Å:
1 Pt -0.3968 -0.7720 0.7716
2 O 0.3859 1.3569 -2.4517
3 C 0.2245 2.1123 -1.4554
4 O 1.0740 2.7765 -0.8471
5 C -1.2449 2.2711 -1.0329
6 C -2.1099 2.7535 -2.0170
7 C -3.4552 2.9804 -1.7748
8 C -3.9717 2.7035 -0.5160
9 C -3.1310 2.2048 0.4660
10 C -1.7686 1.9846 0.2371
11 S -0.8012 1.3605 1.6039
12 H -1.6952 2.9523 -2.9988
13 H -4.0935 3.3713 -2.5590
14 H -5.0203 2.8701 -0.2970
15 H -3.5260 1.9865 1.4497
16 C 1.8573 -1.5199 -2.8160
17 N 0.4164 -1.6066 -2.7971
18 C -0.3777 -1.0171 -3.8731
19 C -1.7439 -0.8610 -3.2042
20 N -1.6560 -1.8584 -2.1349
21 C -0.3469 -2.0448 -1.8191
22 S 0.1691 -2.8059 -0.3535
23 H 2.2421 -2.0418 -3.6972
24 H 2.2482 -1.9694 -1.9083
25 H 2.1279 -0.4632 -2.8377
26 H -0.3959 -1.6925 -4.7352
27 H 0.0387 -0.0453 -4.1315
28 H -2.5730 -1.0810 -3.8754
29 H -1.8514 0.1457 -2.7936
30 H -2.2833 -1.8005 -1.3460
31 C -4.3446 -3.2164 1.2213
32 Sb -2.9921 -1.5787 1.6149
33 C -4.4041 -0.3656 2.6752
34 C -2.1334 -2.4290 3.3766
35 H -4.8141 -3.5416 2.1502
36 H -3.7925 -4.0487 0.7853
37 H -5.1175 -2.9038 0.5189
38 H -4.9427 -0.9907 3.3880
39 H -5.1080 0.0969 1.9849
40 H -3.8600 0.4129 3.2075
41 H -1.4626 -3.2398 3.0947
42 H -2.9126 -2.7992 4.0438
43 H -1.5433 -1.6570 3.8683
44 C 4.2193 1.3579 -0.6219
45 C 3.6455 0.2998 0.3007
46 C 4.4796 -0.9776 0.2640
47 O 2.3332 -0.0484 -0.1784
48 B 1.5074 -0.2111 0.9051
49 O 2.1652 0.0416 2.0989
50 C 3.3559 0.7890 1.7533
51 C 4.4427 0.4673 2.7619
52 C 2.9902 2.2663 1.8109
53 H 4.4390 0.9105 -1.5939
54 H 5.1477 1.7674 -0.2134
55 H 3.4897 2.1528 -0.7760
56 H 4.4732 -1.3697 -0.7543
57 H 4.0529 -1.7339 0.9249
58 H 5.5154 -0.7914 0.5560
59 H 4.6086 -0.6055 2.8472
60 H 4.1482 0.8486 3.7406
61 H 5.3807 0.9499 2.4753
62 H 2.2264 2.5188 1.0731
63 H 3.8678 2.8940 1.6351
64 H 2.5974 2.4839 2.8057

Forces on the atoms, in the same order (eV/Å):
-0.2 0.1 0.0
0.0 0.0 0.0
0.0 -0.1 -0.2
0.0 0.1 0.1
0.0 0.0 0.0
0.0 0.0 0.0
0.0 0.0 0.0
0.0 0.0 0.0
0.0 0.0 0.0
-0.1 0.0 0.0
0.0 -0.1 0.0
0.0 0.0 0.0
0.0 0.0 0.0
0.0 0.0 0.0
0.0 0.0 0.0
0.0 0.0 0.0
0.0 -0.1 0.0
-0.1 0.2 0.1
-0.1 0.0 -0.1
0.1 0.0 0.1
0.0 -0.1 0.0
-0.1 0.1 -0.1
0.0 0.0 0.0
0.0 0.0 0.0
0.0 0.0 0.0
0.0 0.0 0.0
0.0 0.0 0.0
0.0 0.0 0.0
0.1 0.0 0.0
0.0 0.0 0.0
0.0 0.0 0.0
0.1 0.1 0.0
0.0 0.0 0.0
0.0 0.0 0.0
0.0 0.0 0.0
0.0 0.0 0.0
0.0 0.0 0.0
0.0 0.0 0.0
0.0 0.0 0.0
0.0 0.0 0.0
0.0 0.0 0.0
0.0 0.0 0.0
0.0 0.0 0.0
0.0 0.0 0.0
0.0 0.0 0.0
0.0 0.0 0.0
0.1 0.0 0.0
0.0 0.0 0.1
0.1 0.1 0.0
-0.1 0.0 0.0
0.0 0.0 0.0
0.0 0.1 0.0
0.0 0.0 0.0
0.0 0.0 0.0
0.0 0.0 0.0
0.0 0.0 0.0
0.0 0.0 0.0
0.0 0.0 0.0
0.0 0.0 0.0
0.0 0.0 0.0
0.0 0.0 0.0
0.0 0.0 0.0
0.0 0.0 0.0
0.0 0.0 0.0

=====

Entry 2:
# C5H11NOS

A structure of composition C5H11NOS at a distorted geometry (ωB97M-V/def2-TZVPD, OMol25).

Results
HOMO-LUMO gap = 9.190 eV
Energy above the lowest of the compared OMol25 structures with the same formula, charge and spin = 3.7295 eV

Positions of all 19 atoms, in Å:
1 C -1.1201 -0.6196 -0.1175
2 C -0.1322 0.5035 -0.4489
3 C -0.3847 1.6091 0.5306
4 C -0.2330 1.0372 -1.9137
5 C 1.3279 -1.8049 1.6531
6 N -0.4491 -1.8731 -0.5365
7 O 1.1619 -0.0778 -0.3846
8 S 1.0358 -1.7488 -0.2805
9 H -1.2080 -0.7094 0.9407
10 H -2.0063 -0.3661 -0.6392
11 H 0.3083 2.4160 0.5502
12 H -0.2722 1.3113 1.5887
13 H -1.3809 1.8964 0.2500
14 H 0.6963 1.4495 -2.1660
15 H -1.0727 1.8988 -2.0344
16 H -0.3607 0.2133 -2.7057
17 H 0.6951 -1.0103 1.8647
18 H 2.3257 -1.3681 1.7718
19 H 1.0687 -2.7571 2.0775

Forces on the atoms, in the same order (eV/Å):
2.1 -1.1 -0.4
-0.1 0.0 -1.3
0.6 -0.5 1.1
-3.0 0.0 -0.5
1.2 0.7 -2.6
-1.7 -0.1 -1.3
1.5 -0.4 0.7
0.5 0.3 1.5
-0.8 0.5 0.9
-1.2 -0.5 -0.3
0.5 1.0 -1.0
-0.7 -0.5 -0.4
-0.5 0.7 0.6
1.3 1.0 -0.2
1.9 -2.2 0.2
-0.3 1.0 1.4
-1.5 1.1 1.1
0.1 -0.8 0.3
0.2 -0.3 0.1

=====

Entry 3:
# C5H15N2OPS

A cluster of 2 separate species, C5H15N2OPS in total at a distorted geometry (ωB97M-V/def2-TZVPD, OMol25).

Results
HOMO-LUMO gap (alpha / beta) = 8.064 / 6.078 eV
Energy above the lowest of the compared OMol25 structures with the same formula, charge and spin = 3.7642 eV

Positions of all 25 atoms, in Å:
1 C -2.7489 1.6341 0.5658
2 C -0.9090 0.1498 -1.4808
3 C 1.4099 -1.4270 1.3752
4 C -1.9725 0.3448 0.7880
5 C -1.8576 -0.4790 -0.5096
6 N 4.0428 0.1420 -0.9791
7 N 2.3467 -1.3124 0.3167
8 O 2.2062 1.4280 0.3312
9 P 2.4315 0.2184 -0.4265
10 S -1.5056 -2.0933 0.1727
11 H -3.6604 1.5519 -0.1068
12 H -2.9887 2.1589 1.4495
13 H -2.2530 2.4617 -0.0581
14 H -0.0527 0.7875 -1.1347
15 H -1.4083 0.6727 -2.2187
16 H -0.4632 -0.5220 -2.2114
17 H 0.9957 -0.5320 1.7687
18 H 0.4201 -1.8999 0.9104
19 H 1.6703 -2.0169 2.3407
20 H -2.4723 -0.1404 1.6308
21 H -1.1181 0.6842 1.2754
22 H -2.9306 -0.4782 -0.8218
23 H 4.1262 -0.2897 -1.8735
24 H 4.3471 1.0758 -0.8202
25 H 2.3444 -2.1190 -0.2837

Forces on the atoms, in the same order (eV/Å):
-0.5 1.7 -3.4
1.9 -0.6 -0.7
-3.0 -2.8 1.1
-2.3 1.5 0.1
-0.5 0.3 2.3
-1.4 -0.4 1.0
0.2 1.3 0.8
-0.5 1.5 1.7
1.4 -2.9 -2.0
-0.1 -1.1 -1.0
0.5 -0.5 1.2
-0.5 0.2 1.2
0.3 -1.3 0.8
-1.1 -0.6 0.3
-1.6 2.0 -1.0
0.4 -1.0 0.6
0.3 1.4 0.0
1.7 0.4 1.2
0.2 0.6 -2.0
-0.3 -0.6 -0.6
2.4 0.1 0.2
0.9 -0.4 -0.4
0.6 0.3 -0.7
1.0 0.8 -0.8
0.2 0.0 -0.3

=====

Entry 4:
# C5H9N

The molecule C5H9N at a distorted geometry (ωB97M-V/def2-TZVPD, OMol25).

Results
HOMO-LUMO gap = 9.695 eV
Energy above the lowest of the compared OMol25 structures with the same formula, charge and spin = 1.6632 eV
SMILES = C=CC(=C)CN

Positions of all 15 atoms, in Å:
1 C 1.5957 -1.1622 0.1370
2 C 0.2786 -1.3100 -0.0828
3 C -0.6945 -0.2018 0.1075
4 C -2.0271 -0.3964 -0.1532
5 C -0.1208 1.0741 0.5387
6 N 0.6827 1.6689 -0.5728
7 H 2.0641 -0.2230 0.3808
8 H 2.2083 -2.0295 -0.0397
9 H -0.1387 -2.2353 -0.5043
10 H -2.3826 -1.3848 -0.4353
11 H -2.7371 0.3653 -0.0237
12 H 0.4860 0.8049 1.4371
13 H -1.0018 1.7201 0.8410
14 H 1.2826 0.8876 -0.7926
15 H 1.2488 2.3900 -0.1370

Forces on the atoms, in the same order (eV/Å):
-0.9 -1.0 -0.6
-0.1 0.6 -0.1
-2.0 -1.8 -1.1
2.9 -0.9 0.5
-0.9 1.2 0.7
-0.7 -0.2 1.3
0.1 -0.2 0.4
0.4 0.0 0.0
0.3 0.2 0.4
0.0 0.2 -0.1
-0.8 1.0 0.1
-0.3 0.7 -0.3
1.3 -0.3 -0.3
0.4 0.4 -0.7
0.2 0.0 -0.3

=====

Entry 5:
# C22H63NO8S8Si

A cluster of 9 separate species, C22H63NO8S8Si in total (ωB97M-V/def2-TZVPD, OMol25).

Results
HOMO-LUMO gap = 8.508 eV

Positions of all 103 atoms, in Å:
1 C 0.5079 2.2084 -0.3599
2 C -0.2508 3.2580 -0.6781
3 C -1.3146 3.2496 -1.7567
4 Si -2.6613 4.5183 -1.3918
5 N -3.6416 3.9246 -0.0760
6 C -5.0634 3.6799 -0.3409
7 C -5.3767 2.4164 -1.1647
8 C -5.8754 1.2128 -0.3354
9 H 0.4569 1.2926 -0.9385
10 H 1.1639 2.2487 0.5027
11 H -0.1130 4.1836 -0.1192
12 H -0.8931 3.4059 -2.7543
13 H -1.8041 2.2705 -1.7287
14 H -3.5344 4.7400 -2.5553
15 H -1.9968 5.8044 -1.0623
16 H -3.2195 3.1482 0.4161
17 H -5.5859 3.6152 0.6198
18 H -5.4574 4.5623 -0.8492
19 H -6.1380 2.6715 -1.9080
20 H -4.4944 2.1175 -1.7339
21 H -6.8398 0.8543 -0.7005
22 H -5.1893 0.3657 -0.4130
23 H -5.9768 1.4621 0.7220
24 C -0.9937 -3.1698 1.0564
25 S -1.5647 -1.5084 0.6832
26 O -0.6413 -0.9518 -0.3442
27 C -1.0516 -0.8206 2.2536
28 H -1.1485 -3.7811 0.1680
29 H 0.0660 -3.1398 1.3083
30 H -1.5726 -3.5719 1.8871
31 H 0.0137 -1.0192 2.3585
32 H -1.6013 -1.2901 3.0677
33 H -1.2428 0.2513 2.2355
34 C 2.0170 -1.1963 5.1620
35 S 1.6459 -2.5305 4.0281
36 O 0.2398 -2.9646 4.2871
37 C 2.7061 -3.7518 4.7978
38 H 1.4111 -0.3398 4.8737
39 H 1.7771 -1.4880 6.1834
40 H 3.0717 -0.9371 5.0816
41 H 2.4021 -3.8801 5.8368
42 H 3.7454 -3.4336 4.7258
43 H 2.5779 -4.6851 4.2529
44 C 2.3852 -3.2425 -3.0114
45 S 1.2871 -3.5124 -1.6153
46 O 2.1318 -3.5546 -0.3908
47 C 0.8897 -5.2188 -2.0273
48 H 2.7967 -2.2404 -2.9118
49 H 3.1884 -3.9799 -2.9964
50 H 1.8117 -3.3137 -3.9351
51 H 1.8048 -5.8095 -2.0749
52 H 0.3637 -5.2443 -2.9815
53 H 0.2434 -5.6042 -1.2412
54 C 4.9964 -3.4043 1.0166
55 S 5.0909 -4.5786 2.3623
56 O 5.5226 -3.8221 3.5787
57 C 6.5442 -5.4519 1.7725
58 H 4.1724 -2.7238 1.2208
59 H 5.9328 -2.8500 0.9468
60 H 4.7833 -3.9428 0.0945
61 H 7.3687 -4.7475 1.6652
62 H 6.3126 -5.9245 0.8184
63 H 6.7969 -6.2120 2.5085
64 C -6.1430 5.0793 -6.8638
65 S -5.5019 4.3676 -5.3432
66 O -4.5990 5.3804 -4.7356
67 C -4.4706 3.1362 -6.1342
68 H -6.7922 5.9084 -6.5905
69 H -5.3116 5.4411 -7.4683
70 H -6.7123 4.3229 -7.4041
71 H -3.7584 3.6269 -6.7976
72 H -5.0960 2.4405 -6.6946
73 H -3.9346 2.6001 -5.3525
74 C -7.1075 -0.9284 -6.7685
75 S -5.4269 -0.6436 -7.3341
76 O -5.4446 0.6272 -8.1083
77 C -5.3951 -1.9793 -8.5333
78 H -7.3415 -0.1585 -6.0363
79 H -7.7903 -0.8577 -7.6149
80 H -7.1697 -1.9106 -6.3005
81 H -6.1979 -1.8349 -9.2559
82 H -5.5060 -2.9314 -8.0149
83 H -4.4316 -1.9443 -9.0365
84 C 6.8082 -0.9436 3.9804
85 S 5.7456 0.4677 3.6995
86 O 5.4790 0.5184 2.2368
87 C 6.9772 1.7340 4.0397
88 H 6.2237 -1.8393 3.7633
89 H 7.6673 -0.8805 3.3109
90 H 7.1314 -0.9581 5.0220
91 H 7.8208 1.6041 3.3622
92 H 7.3001 1.6545 5.0782
93 H 6.5130 2.7036 3.8701
94 C 4.5433 2.7802 5.7638
95 S 3.6327 2.3334 7.2475
96 O 3.2124 0.9186 7.0722
97 C 2.1904 3.3454 6.8972
98 H 5.4685 2.2075 5.7644
99 H 3.9516 2.5241 4.8850
100 H 4.7688 3.8466 5.7832
101 H 1.7683 3.0515 5.9364
102 H 2.4781 4.3966 6.8884
103 H 1.4670 3.1692 7.6901

Forces on the atoms, in the same order (eV/Å):
-0.4 0.4 -0.1
0.3 -0.3 0.0
0.0 0.1 0.4
0.1 -0.2 0.0
-0.1 0.0 -0.3
0.2 0.0 0.2
-0.4 -0.1 0.0
0.2 -0.1 -0.3
-0.1 -0.1 0.3
0.2 0.0 -0.2
-0.1 -0.1 0.0
0.0 0.0 0.0
0.1 0.0 -0.3
-0.1 0.0 0.0
0.0 0.0 0.1
0.0 0.0 0.1
-0.1 0.0 -0.1
0.0 0.0 0.0
0.0 0.0 0.0
0.1 0.1 0.0
0.0 0.1 0.1
0.0 0.1 0.1
0.0 0.0 0.0
0.0 -0.1 0.0
0.0 -0.1 0.1
0.0 0.0 -0.1
0.0 0.2 0.1
-0.1 0.0 0.0
0.0 0.0 0.0
0.0 0.0 0.0
0.0 0.1 0.0
0.0 0.0 0.0
0.0 0.0 -0.1
0.0 0.0 0.0
0.1 -0.2 0.0
-0.1 0.0 0.0
0.0 0.1 0.1
0.0 0.0 0.0
0.0 0.0 0.0
0.0 0.0 0.0
-0.1 0.0 0.0
-0.1 0.0 0.0
0.0 0.0 0.0
0.1 0.0 0.0
-0.2 0.1 0.0
0.2 -0.1 0.0
0.1 -0.1 0.0
0.0 0.0 0.0
0.0 0.0 0.0
0.0 0.0 0.0
0.0 0.0 0.0
0.0 0.0 0.0
0.0 0.0 0.0
0.0 0.1 0.0
-0.1 0.0 -0.1
0.2 0.0 -0.1
0.0 0.0 0.0
0.0 0.0 0.0
0.0 0.0 0.1
-0.1 0.0 0.0
0.0 0.0 0.0
0.0 0.0 0.0
0.0 0.0 0.0
0.0 0.0 -0.1
0.0 0.0 0.1
0.0 0.1 -0.1
0.0 -0.1 0.0
0.0 0.0 0.0
0.0 0.0 0.0
0.0 0.0 0.0
0.0 0.0 0.0
0.0 0.0 0.0
0.0 0.0 0.0
-0.1 0.0 0.0
0.0 0.0 0.1
-0.1 0.0 0.0
0.0 0.0 0.0
0.0 0.0 0.0
0.0 0.0 0.0
0.0 0.0 0.0
0.0 0.0 0.0
0.0 0.0 0.0
0.0 0.0 0.0
0.1 0.0 0.0
0.0 -0.2 -0.1
0.0 0.0 0.0
0.2 0.0 -0.1
0.1 0.0 0.0
0.0 0.0 0.0
0.0 0.0 0.0
0.0 0.0 0.0
0.1 0.0 0.0
0.0 0.0 0.0
0.0 0.1 0.1
0.0 0.0 0.0
0.0 0.0 0.0
0.0 0.0 0.0
-0.3 0.1 0.2
0.0 0.0 0.0
0.0 0.0 0.0
0.0 0.0 0.0
0.0 0.0 0.0
0.0 0.0 0.0

=====

Entry 6:
# C4H10N2

A cluster of 2 separate species, C4H10N2 in total (ωB97M-V/def2-TZVPD, OMol25).

Results
HOMO-LUMO gap = 10.138 eV
Energy above the lowest of the compared OMol25 structures with the same formula, charge and spin = 1.7802 eV
SMILES = C/N=C\N.C=C

Positions of all 16 atoms, in Å:
1 C -0.9476 1.6147 -1.7279
2 N -0.6612 0.4502 -2.5526
3 C -0.7920 -0.6945 -2.0396
4 N -1.2820 -1.0187 -0.7646
5 H -1.9191 2.0144 -2.0270
6 H -0.1947 2.3833 -1.8847
7 H -1.0079 1.3939 -0.6583
8 H -0.6073 -1.5635 -2.6674
9 H -1.2763 -2.0146 -0.5971
10 H -0.8175 -0.5129 -0.0233
11 C 2.1417 -0.6249 2.2506
12 C 1.0164 -0.0766 2.6987
13 H 2.3443 -1.6784 2.3978
14 H 2.9566 0.0025 1.9145
15 H 0.2502 -0.6321 3.2231
16 H 0.7962 0.9573 2.4578

Forces on the atoms, in the same order (eV/Å):
-0.2 -0.3 0.1
0.4 0.2 0.1
-0.6 -0.2 -0.1
0.4 0.0 -0.2
0.0 0.1 0.0
0.0 0.0 -0.1
0.0 0.2 0.0
0.0 0.0 -0.1
0.1 0.1 0.1
-0.2 0.0 0.2
-0.1 0.1 0.9
0.1 0.0 -0.7
0.1 0.0 0.0
-0.1 -0.1 -0.5
-0.1 -0.1 -0.2
0.1 0.1 0.4